No. 1
A cluster of 2 separate species, C4H11OPS2 in total in a non-equilibrium geometry, computed with ωB97M-V/def2-TZVPD.

```
19
Properties=species:S:1:pos:R:3:forces:R:3
C -2.750 -0.748 -1.349 0.685 -2.639 1.231
C -1.574 -0.455 -0.507 1.624 2.387 0.937
P -1.248 1.369 -0.324 -1.567 0.314 -1.980
O -0.008 1.168 0.644 1.451 -0.547 1.800
S -2.817 1.977 0.911 -0.387 0.506 0.093
H -2.662 -1.802 -1.649 -0.762 0.109 0.221
H -3.611 -0.498 -0.783 -1.042 -0.423 0.608
H -2.870 -0.223 -2.204 0.243 1.951 -2.893
H -0.538 -0.687 -0.787 -0.497 -0.874 -0.536
H -1.718 -0.776 0.511 0.037 -0.542 0.425
H 0.372 1.929 1.092 -0.383 0.274 -0.170
H -2.690 1.003 1.803 -0.067 -0.404 0.390
C 3.232 -0.526 0.643 1.307 1.939 -4.349
C 2.834 0.849 0.120 2.869 -0.610 -1.081
S 3.790 1.639 -0.958 -1.005 -0.513 0.710
H 2.697 -0.888 1.381 -3.164 -1.611 3.573
H 3.255 -1.249 -0.190 0.092 0.288 0.288
H 4.207 -0.402 1.013 1.535 -0.064 0.289
H 2.014 1.342 0.532 -0.968 0.460 0.444
```
Positions in Å, forces in eV/Å.

Properties
- HOMO energy (eV) = -8.68
- energy above the lowest of the compared OMol25 structures with the same formula, charge and spin (kJ/mol) = 94.1
- SMILES = CCP(O)S.CC=S
- F_max (eV/A) = 5.0
- HOMO-LUMO gap (eV) = 8.47

Atomic partial charges in e from the Mulliken method, atoms 1 to 5: -1.223 -0.454 0.112 -0.412 -0.286


No. 2
A cluster of 2 separate species, C4H11P3 in total in a non-equilibrium geometry, computed with ωB97M-V/def2-TZVPD.

```
18
Properties=species:S:1:pos:R:3:forces:R:3
C -2.876 0.176 -0.004 1.110 0.870 -0.641
C -3.467 -1.131 -0.106 1.531 -0.741 -3.905
C 3.141 -0.098 0.265 -1.494 -0.346 -6.104
C 0.607 1.063 0.063 2.257 -0.590 -2.378
P -3.142 1.790 0.072 -3.452 -1.448 -0.272
P 0.007 -0.495 -0.771 0.152 1.777 -1.580
P 2.484 1.614 -0.231 -1.678 -1.266 0.746
H -3.496 -1.582 0.785 0.781 -1.986 3.709
H -4.480 -1.205 -0.315 -2.392 0.783 -0.958
H -3.017 -1.868 -0.893 -0.246 1.488 1.460
H 2.352 -0.887 -0.091 1.335 1.278 0.944
H 3.292 -0.132 1.265 1.095 -0.368 2.874
H 3.968 -0.257 -0.507 -0.399 -0.019 1.873
H -0.041 1.842 -0.211 -0.827 1.236 -0.133
H 0.710 0.945 1.076 -0.550 -0.233 2.651
H -1.930 2.236 0.227 3.107 0.966 0.321
H -0.402 -1.105 0.334 -0.503 -1.211 1.987
H 2.471 1.421 -1.607 0.172 -0.191 -0.597
```
Positions in Å, forces in eV/Å.

Properties
- HOMO energy (spin up / spin down) (eV) = -7.97 / -8.06
- energy above the lowest of the compared OMol25 structures with the same formula, charge and spin (kJ/mol) = 433.6
- F_max (eV/A) = 6.3
- HOMO-LUMO gap (spin up / spin down) (eV) = 7.62 / 7.32

Atomic partial charges in e from the Mulliken method, atoms 1 to 5: 0.154 -1.023 -0.905 -0.950 -0.086


No. 3
A cluster of 2 separate species, C4H11PS in total in a non-equilibrium geometry, computed with ωB97M-V/def2-TZVPD.

```
17
Properties=species:S:1:pos:R:3:forces:R:3
C -0.716 0.035 1.363 3.334 -3.276 1.748
C -0.260 0.566 -2.779 -0.367 -1.527 -1.532
C 2.196 -0.069 -1.206 -0.659 0.554 -0.711
C -1.559 -0.933 2.191 1.824 0.773 0.121
P 0.647 1.000 -1.240 0.137 -0.152 0.185
S -1.444 -0.311 3.968 1.614 1.415 -1.054
H -0.973 1.008 1.285 -1.712 2.840 -0.476
H 0.386 0.069 1.673 -1.353 -0.584 -0.704
H -0.142 -0.520 -3.227 -0.270 2.115 1.091
H -1.317 0.801 -2.616 -0.130 -0.687 0.541
H -0.166 1.270 -3.625 1.009 -0.151 0.228
H 2.741 0.321 -0.336 0.098 -0.315 -0.315
H 1.926 -1.130 -1.054 0.380 0.474 -0.260
H 2.770 0.124 -2.158 -0.421 -0.479 1.035
H -1.239 -1.989 2.277 -0.096 0.750 -0.667
H -2.536 -0.812 1.821 -1.498 -0.300 0.057
H -0.312 0.571 3.663 -1.890 -1.452 0.714
```
Positions in Å, forces in eV/Å.

Properties
- HOMO energy (spin up / spin down) (eV) = -7.72 / -8.30
- energy above the lowest of the compared OMol25 structures with the same formula, charge and spin (kJ/mol) = 410.5
- F_max (eV/A) = 5.0
- HOMO-LUMO gap (spin up / spin down) (eV) = 7.58 / 8.03

Atomic partial charges in e from the Mulliken method, atoms 1 to 5: -1.225 -0.922 -0.926 -0.291 0.108


No. 4
An isolated molecule of C4H11PS in a non-equilibrium geometry, computed with ωB97M-V/def2-TZVPD.

```
17
Properties=species:S:1:pos:R:3:forces:R:3
C 0.603 0.725 -2.099 -1.222 -0.406 2.309
P 0.134 0.286 -0.405 0.650 -0.758 -2.034
C 0.982 1.204 0.899 0.668 0.764 0.112
C 0.863 -1.361 -0.244 -1.560 -0.433 0.610
C -1.613 0.050 0.344 1.389 0.464 1.642
S -1.747 -1.152 1.790 0.166 0.615 -0.458
H -0.116 0.151 -2.715 0.473 0.478 -0.168
H 0.736 1.784 -2.322 -0.444 -0.104 -0.002
H 1.831 1.780 0.449 -0.515 -0.789 0.366
H 0.305 1.977 1.267 0.008 -0.108 0.329
H 1.339 0.531 1.726 -0.408 0.790 -0.873
H 0.104 -2.098 -0.570 0.487 0.173 0.054
H 1.686 -1.340 -0.935 0.583 -0.274 0.200
H 1.043 -1.544 0.830 0.384 -0.227 -0.712
H -2.387 -0.438 -0.215 -0.154 0.483 -1.141
H -1.828 1.092 0.669 -0.612 -0.831 -0.238
H -0.866 -0.627 2.645 0.108 0.164 0.005
```
Positions in Å, forces in eV/Å.

Properties
- HOMO energy (eV) = -7.21
- energy above the lowest of the compared OMol25 structures with the same formula, charge and spin (kJ/mol) = 212.9
- SMILES = C=P(C)(C)CS
- F_max (eV/A) = 2.6
- HOMO-LUMO gap (eV) = 7.80

Atomic partial charges in e from the Mulliken method, atoms 1 to 5: -1.210 0.986 -1.142 -1.231 -0.715


No. 5
An isolated molecule of C4H11PS in a non-equilibrium geometry, computed with ωB97M-V/def2-TZVPD.

```
17
Properties=species:S:1:pos:R:3:forces:R:3
C -0.565 2.167 0.114 1.797 -0.116 -2.639
C -0.267 0.697 -0.251 0.467 -0.710 0.061
C -1.536 -0.132 -0.023 1.737 -0.436 0.791
P 1.126 -0.138 0.847 -0.871 -1.951 -1.112
C 1.171 -2.251 0.032 -1.072 3.724 0.656
S 2.755 0.460 -0.316 -0.153 1.272 -0.817
H 0.200 2.854 -0.381 -0.913 -0.690 1.053
H -1.543 2.463 -0.237 -0.288 -0.016 -0.437
H -0.610 2.249 1.146 0.285 0.521 2.115
H 0.095 0.564 -1.277 -0.191 0.364 0.043
H -1.376 -0.648 0.918 -0.711 0.150 0.700
H -1.586 -0.965 -0.682 -0.452 -0.391 -1.039
H -2.393 0.498 -0.011 -0.881 0.098 -0.039
H 2.069 -2.445 -0.476 1.403 0.219 -0.539
H 0.388 -2.096 -0.694 -0.449 -0.679 0.001
H 1.043 -2.938 0.825 -0.693 -0.576 0.707
H 3.492 -0.463 0.216 0.984 -0.786 0.497
```
Positions in Å, forces in eV/Å.

Properties
- HOMO energy (eV) = -8.12
- energy above the lowest of the compared OMol25 structures with the same formula, charge and spin (kJ/mol) = 121.3
- SMILES = CC(C)P(C)S
- F_max (eV/A) = 3.9
- HOMO-LUMO gap (eV) = 9.02

Atomic partial charges in e from the Mulliken method, atoms 1 to 5: -1.398 0.119 -1.348 0.157 -1.055


No. 6
An isolated molecule of C4H11PS2 in a non-equilibrium geometry, computed with ωB97M-V/def2-TZVPD.

```
18
Properties=species:S:1:pos:R:3:forces:R:3
C -2.711 -1.215 -0.537 0.909 0.289 1.707
P -1.235 -0.491 -0.151 1.145 1.169 0.713
C -0.456 0.231 -1.586 -0.535 -1.260 -3.963
C -1.304 1.027 0.893 0.273 -0.128 -0.026
S 0.617 -1.567 0.792 -1.388 -0.576 -0.382
S 1.582 -0.522 2.235 0.008 -0.432 0.083
C 3.089 0.017 1.279 -3.553 -2.475 -1.323
H -3.059 -1.959 0.160 -0.501 0.272 0.805
H -2.648 -1.731 -1.433 0.241 -0.627 -2.190
H -0.596 1.296 -1.687 -0.205 0.319 0.278
H 0.611 0.036 -1.693 -0.055 -0.127 0.393
H -0.921 -0.215 -2.597 0.853 0.803 2.267
H -1.602 1.825 0.151 0.440 -0.702 1.044
H -2.166 0.853 1.556 0.605 0.398 0.251
H -0.283 1.230 1.417 -2.069 -0.297 -0.859
H 2.772 0.988 1.239 0.928 2.855 -0.539
H 2.926 -0.523 0.319 0.604 0.653 0.601
H 3.886 -0.343 1.809 2.298 -0.134 1.138
```
Positions in Å, forces in eV/Å.

Properties
- HOMO energy (eV) = -7.78
- energy above the lowest of the compared OMol25 structures with the same formula, charge and spin (kJ/mol) = 255.5
- SMILES = C=P(C)(C)SSC
- F_max (eV/A) = 4.5
- HOMO-LUMO gap (eV) = 8.20

Atomic partial charges in e from the Mulliken method, atoms 1 to 5: -1.118 0.897 -1.013 -1.003 -0.267


No. 7
A cluster of 2 separate species, C4H11S2 in total, computed with ωB97M-V/def2-TZVPD.

```
17
Properties=species:S:1:pos:R:3:forces:R:3
C 1.012 0.603 -2.375 -0.026 -0.239 0.264
S 0.420 -1.081 -1.965 0.115 -0.051 -0.219
H 0.788 0.842 -3.413 -0.030 0.167 -0.065
H 0.539 1.345 -1.723 -0.061 0.142 -0.108
H 2.091 0.710 -2.230 0.038 -0.060 -0.040
C 1.292 -0.226 1.522 0.286 0.100 -0.290
C -0.061 -0.906 1.514 -0.536 0.244 -0.018
S -1.452 0.260 1.782 0.285 -0.062 0.024
C -2.180 0.376 0.136 -0.064 0.088 -0.061
H 2.079 -0.949 1.748 0.027 0.002 0.099
H 1.337 0.604 2.225 0.022 -0.054 0.234
H 1.527 0.168 0.532 -0.161 -0.013 -0.071
H -0.141 -1.643 2.314 0.010 -0.083 -0.127
H -0.240 -1.348 0.522 0.166 -0.112 0.303
H -2.762 -0.516 -0.093 -0.110 0.129 0.008
H -2.802 1.271 0.163 -0.226 -0.114 -0.043
H -1.447 0.490 -0.659 0.265 -0.084 0.109
```
Positions in Å, forces in eV/Å.

Properties
- HOMO energy (eV) = -2.49
- energy above the lowest of the compared OMol25 structures with the same formula, charge and spin (kJ/mol) = 25.1
- F_max (eV/A) = 0.6
- HOMO-LUMO gap (eV) = 5.84
- total charge = -1

Atomic partial charges in e from the Mulliken method, atoms 1 to 5: -0.865 -0.628 0.258 0.189 0.232


Which formula does entry 7 have? C4H11S2